Computed, not measured: an isolated molecule of C14H17N3O3, with ωB97M-V with the def2-TZVPD basis set.

**Relative energy (zero: lowest compared OMol25 entry of this formula, charge and spin)**: 5.6437 eV
**HOMO-LUMO gap**: 7.04 eV
**SMILES**: CC1=C(NC(=O)c2ccc([N+](=O)[O-])cc2)CCN(C)C1
**HOMO level**: -0.3036 Ha

Last columns: bonded neighbours and bond lengths (Å).
Positions of all 37 atoms, in Å:
1 O -0.341 -1.910 1.560  C4 1.230
2 O -6.839 -2.587 -0.718  N15 1.244
3 O -6.358 -1.292 -2.419  N15 1.223
4 C -0.887 -0.999 0.940  O1 1.230, C11 1.488, N13 1.372
5 C 1.532 1.561 -0.222  C6 1.411, C16 1.522, C18 1.499
6 C 1.113 0.497 0.605  C5 1.411, N13 1.418, C19 1.507
7 C -3.097 -2.170 0.878  C9 1.396, C11 1.397, H21 1.105
8 C -2.672 -0.497 -0.792  C10 1.399, C11 1.411, H22 1.093
9 C -4.376 -2.328 0.342  C7 1.396, C12 1.428, H23 1.078
10 C -3.960 -0.610 -1.326  C8 1.399, C12 1.401, H24 1.097
11 C -2.230 -1.217 0.338  C4 1.488, C7 1.397, C8 1.411
12 C -4.826 -1.563 -0.777  C9 1.428, C10 1.401, N15 1.411
13 N -0.269 0.208 0.730  C4 1.372, C6 1.418, H25 1.013
14 N 3.821 0.694 0.106  C17 1.454, C18 1.480, C20 1.474
15 N -6.087 -1.827 -1.353  O2 1.244, O3 1.223, C12 1.411
16 C 0.578 2.437 -1.020  C5 1.522, H26 1.101, H27 1.103, H28 1.119
17 C 5.240 0.743 -0.207  N14 1.454, H29 1.062, H30 1.084, H31 1.118
18 C 3.000 1.830 -0.369  C5 1.499, N14 1.480, H32 1.074, H33 1.089
19 C 2.113 -0.364 1.334  C6 1.507, C20 1.527, H34 1.075, H35 1.098
20 C 3.501 0.254 1.477  N14 1.474, C19 1.527, H36 1.100, H37 1.105
21 H -2.787 -2.811 1.723  C7 1.105
22 H -1.991 0.217 -1.264  C8 1.093
23 H -5.001 -3.060 0.826  C9 1.078
24 H -4.243 -0.041 -2.221  C10 1.097
25 H -0.904 0.924 0.397  N13 1.013
26 H 0.972 3.465 -1.040  C16 1.101
27 H 0.450 2.058 -2.048  C16 1.103
28 H -0.446 2.505 -0.573  C16 1.119
29 H 5.353 0.781 -1.262  C17 1.062
30 H 5.655 1.675 0.162  C17 1.084
31 H 5.845 -0.078 0.250  C17 1.118
32 H 3.263 2.716 0.178  C18 1.074
33 H 3.213 2.025 -1.419  C18 1.089
34 H 2.197 -1.305 0.822  C19 1.075
35 H 1.711 -0.586 2.332  C19 1.098
36 H 4.256 -0.454 1.851  C20 1.100
37 H 3.502 1.108 2.179  C20 1.105

Results of the Löwdin charge analysis, in e, for atoms 1 through 8: 0.0719, 0.0680, 0.0856, -0.4021, -0.1873, -0.1483, 0.0064, -0.0069